(1)
Here is a cluster of 2 separate species, CH5NO3 in total from OMol25. Energies are from wB97M-V/def2-TZVPD.

Its SMILES is NC(=O)O.O. Its HOMO energy is -0.3864 Ha. The value obtained for the electronic energy is -321.5967 Ha. As for the total charge: 0. As for the HOMO-LUMO gap: 10.796 eV.

Atoms and positions in Å:
N -2.26115 0.12734 -0.04792
C -0.85454 0.13453 -0.21458
O -0.16785 -0.27640 0.72466
O -0.44911 0.51505 -1.43620
H -2.86915 0.58487 -0.76000
H -2.59506 -0.68635 0.42398
H 0.51827 0.51848 -1.64570
O 3.17412 -0.47402 0.95712
H 3.02904 0.03266 0.12370
H 2.41492 -0.26522 1.51645


(2)
Here is an isolated molecule of C3H7BrO2 from OMol25. Energies are from wB97M-V/def2-TZVPD.

Its SMILES is C[C@@H](Br)C(O)O. Its HOMO energy is -0.3540 Ha. The value obtained for the electronic energy is -2842.9426 Ha. As for the total charge: 0. As for the HOMO-LUMO gap: 10.386 eV.

Atoms and positions in Å:
C -0.00106 -1.47987 0.08936
C -0.63776 -0.28423 -0.49277
Br -2.46626 0.07208 0.01922
C 0.36117 1.20085 -0.03789
O 0.00308 2.14785 -0.92921
O -0.08380 1.51171 1.30583
H -0.88220 -2.25666 0.37852
H 0.60627 -2.08412 -0.68003
H 0.65097 -1.18708 0.98235
H -0.74435 -0.34280 -1.57642
H 1.31890 0.85689 0.09647
H -0.59883 2.83318 -0.55862
H -0.89944 1.01837 1.54945


(3)
Here is a cluster of 2 separate species, C4H10NO2 in total from OMol25. Energies are from wB97M-V/def2-TZVPD.

Its HOMO energy is -0.1507 Ha. The value obtained for the electronic energy is -363.7233 Ha. As for the total charge: -1. As for the HOMO-LUMO gap: 8.336 eV.

Atoms and positions in Å:
C 1.39820 1.65754 -0.58002
C 0.50302 1.88562 -1.80043
C -0.84289 1.18287 -1.64896
H 1.04339 2.22286 0.28340
H 2.43104 1.94635 -0.80190
H 1.37186 0.60627 -0.29158
H 1.01105 1.50638 -2.69409
H 0.36788 2.96279 -1.95651
H -1.50850 1.36964 -2.49818
H -0.68454 0.11116 -1.52176
H -1.34063 1.50686 -0.73325
N -0.52329 -2.31205 2.00254
C -0.24892 -1.25304 1.05834
O -0.67126 -0.12282 1.38556
O 0.39902 -1.59976 0.04087
H -1.40646 -2.19077 2.46905
H -0.39242 -3.22465 1.59860


(4)
Here is a cluster of 3 separate species, C32H66N4O7S2 in total from OMol25. Energies are from wB97M-V/def2-TZVPD.

Its SMILES is CCCCCCCCCCCC[C@@H]1[C@@H](CCCCOC(C)=O)[C@H](CCCCN)[C@](N)(S)OS1(=O)=O.CNC(C)=O.CNC(C)=O. Its HOMO energy is -0.3482 Ha. The value obtained for the electronic energy is -2800.4498 Ha. As for the total charge: 0. As for the HOMO-LUMO gap: 9.705 eV.

Atoms and positions in Å:
C 11.66294 0.78530 1.03007
C 10.54359 0.73602 -0.21046
C 9.59398 2.07174 -0.15366
C 8.16339 1.94212 -0.94392
C 8.01599 0.62276 -1.90595
C 6.64718 0.88050 -2.82917
C 5.55767 -0.34612 -2.72904
C 4.62209 -0.40221 -4.10900
C 3.07328 -0.86343 -3.83211
C 1.93708 0.24634 -4.25938
C 1.88967 1.54995 -3.26420
C 0.35432 1.83111 -2.66559
C 0.26318 1.16799 -1.16912
C -1.07384 0.17535 -1.01353
C -0.74290 -1.26005 -0.29678
C 0.18736 -1.18508 1.04519
C 1.02552 -2.61345 1.25946
C 2.31708 -2.41664 2.27271
O 3.14788 -3.62271 2.13131
C 4.27968 -3.42073 1.21375
C 4.30556 -2.46669 -0.11894
O 5.40936 -4.11408 1.48769
C -2.38457 0.96671 -0.40545
C -3.04243 1.93632 -1.59033
C -4.71066 2.00516 -1.48748
C -5.41762 0.55708 -1.90895
C -6.45299 0.00831 -0.71722
N -6.87004 -1.40904 -1.15312
C -2.14153 1.72557 1.01959
N -2.81634 0.84496 2.09304
S -2.94074 3.41612 1.17849
O -0.74337 1.86521 1.44328
S 0.27344 2.43850 0.20584
O 1.73448 2.42099 0.80301
O 0.02035 3.89780 -0.23965
H 12.40036 -0.13731 0.89885
H 12.29406 1.77801 1.01207
H 11.03956 0.66440 2.02688
H 11.09948 0.71006 -1.25779
H 9.90687 -0.24565 -0.03460
H 10.20467 2.94854 -0.66321
H 9.35434 2.40756 0.94458
H 8.04182 2.89774 -1.64754
H 7.28750 1.93183 -0.14965
H 7.84779 -0.34598 -1.25190
H 8.96877 0.41820 -2.57011
H 6.91710 1.11494 -3.95208
H 6.10212 1.84153 -2.38080
H 6.08052 -1.40238 -2.54722
H 4.79768 -0.22359 -1.82575
H 4.74451 0.61611 -4.67335
H 5.13036 -1.23164 -4.79932
H 2.98871 -1.21519 -2.70262
H 2.84634 -1.83132 -4.49004
H 2.15167 0.56101 -5.37917
H 0.88126 -0.29404 -4.15683
H 2.23837 2.49228 -3.90835
H 2.66479 1.40846 -2.39897
H 0.23944 3.01232 -2.68417
H -0.47894 1.43461 -3.42202
H 1.21981 0.46516 -1.04498
H -1.36413 -0.08981 -2.14181
H -1.75896 -1.86280 -0.12869
H -0.13638 -1.91238 -1.09143
H 0.99918 -0.34336 1.05423
H -0.50670 -1.03107 1.98048
H 0.30610 -3.46299 1.65246
H 1.42768 -2.89576 0.18700
H 2.93200 -1.43798 2.08462
H 1.89922 -2.32613 3.38710
H 4.51343 -3.12410 -1.07913
H 5.23425 -1.72051 -0.04766
H 3.34751 -1.81347 -0.28449
H -3.20914 0.12285 -0.22213
H -2.54577 2.99674 -1.65077
H -2.84036 1.42918 -2.65228
H -5.14303 2.82888 -2.19773
H -5.07152 2.20852 -0.37208
H -6.06116 0.66498 -2.90263
H -4.62220 -0.28185 -2.11140
H -7.38994 0.72496 -0.58119
H -5.93357 -0.07808 0.32781
H -6.77208 -1.36865 -2.20810
H -7.88797 -1.56856 -0.98810
H -2.55169 -0.15593 1.95831
H -3.84462 0.92323 1.83733
H -3.96593 3.43084 2.13832
C -4.70829 4.63109 5.01196
N -4.88529 3.21363 4.80747
C -5.89221 2.41264 5.25981
C -6.98326 3.03919 6.08239
O -5.88582 1.21375 4.98918
H -4.67842 5.11343 4.03139
H -3.74966 4.78355 5.51476
H -5.50763 5.06966 5.61002
H -4.19107 2.71586 4.26204
H -7.70980 2.27282 6.36681
H -6.56377 3.47251 6.99419
H -7.50039 3.80529 5.49842
C -7.64426 -6.50342 1.71968
N -8.32936 -5.86189 0.62359
C -8.26801 -4.55582 0.23562
C -7.38694 -3.62286 1.01850
O -8.92468 -4.17558 -0.73123
H -7.03338 -7.31221 1.31013
H -8.39796 -6.92789 2.38809
H -7.00990 -5.81333 2.27674
H -8.94399 -6.42354 0.04567
H -7.44536 -2.61971 0.58682
H -7.72396 -3.57186 2.05722
H -6.34781 -3.95938 0.97031


(5)
Here is a structure of composition C19H25N3O5S5Ti from OMol25. Energies are from wB97M-V/def2-TZVPD.

Its HOMO energy (alpha / beta) is -0.3441 / -0.3436 Ha. The value obtained for the electronic energy is -4119.8055 Ha. The expectation value of S² is 0.76. The spin multiplicity is 2. As for the total charge: +1. As for the HOMO-LUMO gap (alpha / beta): 6.298 / 6.288 eV.

Atoms and positions in Å:
Ti 0.34422 -1.03047 -0.29452
O 3.28221 4.89848 1.32974
C 2.72048 3.90297 0.98083
S 1.19019 3.32947 1.68617
C 1.02934 1.90690 0.67975
C 1.99538 1.67246 -0.22248
S 2.05317 0.30017 -1.31417
S 3.31858 2.81717 -0.29350
S -0.38896 0.89762 0.91647
C -2.09185 -1.35826 -4.17695
C -0.96550 -1.47466 -3.12988
N -1.21190 -0.53038 -2.02346
C -2.59978 -0.69454 -1.54287
C -3.58498 -0.18687 -2.61337
N -2.82561 -0.07770 -3.90337
C -1.84211 1.05353 -3.81028
C -1.04528 0.86050 -2.50883
H -2.81669 -2.16734 -4.10550
H -1.70943 -1.31509 -5.19450
H 0.00738 -1.24245 -3.56234
H -0.91464 -2.48762 -2.73516
H -2.71920 -0.12836 -0.62058
H -2.76967 -1.74415 -1.31713
H -3.97771 0.80290 -2.38758
H -4.41684 -0.87128 -2.76675
H -3.47822 0.10328 -4.66366
H -2.39783 1.98884 -3.82174
H -1.21465 1.00480 -4.69894
H -1.38135 1.52725 -1.71665
H 0.01288 1.05669 -2.66624
C -1.50056 -2.67105 6.99933
C -1.52876 -2.88553 5.51490
C -1.99610 -4.09511 4.98821
C -2.03722 -4.30777 3.62724
C -1.60581 -3.29425 2.77549
C -1.13921 -2.08464 3.26530
C -1.10449 -1.89263 4.63791
S -1.68056 -3.59055 1.05685
O -2.96204 -4.04514 0.60463
O -1.23117 -2.36274 0.38822
N -0.67057 -4.84030 0.84434
C 0.69659 -4.94867 1.35798
C 1.77512 -4.55634 0.34160
C 1.50604 -3.13963 -0.05861
O 1.06957 -2.84981 -1.20616
O 1.54133 -2.23575 0.84126
H -1.02362 -3.51082 7.50508
H -2.51714 -2.59160 7.38892
H -0.96568 -1.76050 7.26065
H -2.33057 -4.87499 5.66078
H -2.40285 -5.24265 3.22154
H -0.80017 -1.30260 2.59910
H -0.73578 -0.95223 5.02733
H -0.96790 -5.45769 0.10155
H 0.84807 -5.97677 1.68377
H 0.77341 -4.31030 2.23764
H 1.75945 -5.20136 -0.53508
H 2.75149 -4.62424 0.82302


(6)
Here is a cluster of 3 separate species, C4H13N2S2 in total from OMol25. Energies are from wB97M-V/def2-TZVPD.

Its HOMO energy is -0.4686 Ha. The value obtained for the electronic energy is -1065.5311 Ha. As for the total charge: +1. As for the HOMO-LUMO gap: 4.303 eV.

Atoms and positions in Å:
N -3.11464 0.67904 -1.15166
C -1.92620 1.11093 -0.56672
C -1.64184 0.66615 0.91883
S -1.71515 -1.14664 0.87346
S 1.15616 0.83141 -0.96336
C 1.30485 -0.73386 -0.03151
C 2.88337 -1.12698 0.01474
N 3.73255 -0.09577 0.55010
H -3.88534 1.23782 -0.71559
H -3.27082 -0.35518 -0.91826
H -3.03946 -1.27587 -0.71241
H -1.67381 2.17825 -0.60154
H -1.06956 0.76589 -1.16187
H -2.48257 0.77816 1.60478
H -0.66649 0.99861 1.23426
H 0.76867 -1.51541 -0.58527
H 1.02323 -0.59047 1.01161
H 2.94720 -2.05999 0.57341
H 3.18384 -1.09853 -1.01319
H 3.49733 0.78922 0.12044
H 3.98868 -0.03680 1.51972


(7)
Here is a cluster of 2 separate species, C3H10N2O2 in total from OMol25. Energies are from wB97M-V/def2-TZVPD.

Its SMILES is CC(=O)NCN.O. Its HOMO energy is -0.3519 Ha. The value obtained for the electronic energy is -380.3030 Ha. As for the total charge: 0. As for the HOMO-LUMO gap: 10.391 eV.

Atoms and positions in Å:
C 1.81853 -0.21265 0.70026
C 0.53141 -0.38292 -0.08920
O 0.11640 -1.49040 -0.36769
N -0.06857 0.82162 -0.38177
C -1.30947 0.80808 -1.07154
N -1.71802 2.14656 -1.47657
H 1.77844 -0.74874 1.64868
H 1.90395 0.80828 1.06300
H 2.64718 -0.66888 0.16299
H 0.51763 1.61297 -0.20163
H -2.13892 0.45145 -0.43753
H -1.35920 0.14248 -1.95372
H -2.66261 2.12595 -1.85298
H -1.21674 2.51766 -2.28016
O 0.71088 -2.45843 2.32218
H 0.09817 -3.02558 2.79777
H 0.35095 -2.44746 1.41791


(8)
Here is a cluster of 2 separate species, C4H7NO2 in total from OMol25. Energies are from wB97M-V/def2-TZVPD.

Its HOMO energy (alpha / beta) is -0.2893 / -0.2893 Ha. The value obtained for the electronic energy is -361.7518 Ha. As for the total charge: 0. As for the HOMO-LUMO gap (alpha / beta): 7.972 / 7.971 eV.

Atoms and positions in Å:
O -1.24117 1.60008 1.84520
C -0.31004 1.12208 0.92947
C 0.40443 -0.15008 1.23605
N 0.41480 -0.83643 0.12124
C -0.29226 -0.31225 -0.94835
C -0.93501 0.85221 -0.46192
O -1.82838 1.58084 -0.88771
H -1.94742 1.96383 1.27815
H 0.49542 1.86341 0.73460
H 0.96488 -0.45157 2.10933
H 1.95399 -1.94693 -2.00699
H 0.92877 -1.70601 0.02857
H 1.86122 -2.67133 -2.14749
H -0.46923 -0.90785 -1.83015


(9)
Here is an isolated molecule of C3H6O2S from OMol25. Energies are from wB97M-V/def2-TZVPD.

Its SMILES is O=C[C@H](S)CO. Its HOMO energy is -0.3415 Ha. The value obtained for the electronic energy is -666.5409 Ha. As for the total charge: 0. As for the HOMO-LUMO gap: 9.851 eV.

Atoms and positions in Å:
O 1.08612 -2.11820 -0.50733
C 0.12998 -1.35986 -0.42492
C 0.18064 -0.17305 0.52661
S -1.25244 -0.31158 1.59449
C 0.25847 1.10947 -0.29747
O -0.89355 1.28448 -1.02630
H -0.79013 -1.48024 -1.03519
H 1.05638 -0.36753 1.12731
H -0.72282 -1.32611 2.37591
H 0.45131 1.97553 0.38816
H 1.14761 0.97089 -0.94358
H -0.65157 1.79619 -1.77768


(10)
Here is an isolated molecule of HNP2 from OMol25. Energies are from wB97M-V/def2-TZVPD.

Its SMILES is N1=P#[PH]1. Its HOMO energy is -0.3038 Ha. The value obtained for the electronic energy is -737.9711 Ha. As for the total charge: 0. As for the HOMO-LUMO gap: 7.326 eV.

Atoms and positions in Å:
N -2.09409 0.29508 0.92969
P -2.87546 -0.45910 -0.25024
P -1.09408 0.78551 -0.32569
H 0.10246 0.31715 0.45775


(11)
Here is a structure of composition C22H78BaF3O20 from OMol25. Energies are from wB97M-V/def2-TZVPD.

Its HOMO energy is -0.3141 Ha. The value obtained for the electronic energy is -2714.0276 Ha. As for the total charge: +1. As for the HOMO-LUMO gap: 2.275 eV.

Atoms and positions in Å:
Ba -2.93936 6.36475 -2.87087
C -0.28704 0.31296 0.35941
O -0.52267 0.21235 1.74419
O -0.29775 1.69139 0.17417
C 0.95775 -0.48281 -0.19664
F 0.81333 -1.82298 -0.34219
F 1.32408 -0.14053 -1.41576
F 2.09591 -0.29763 0.56441
C -0.46449 -1.08508 2.32817
C -1.06805 -0.95795 3.72172
H -1.04680 -1.97805 4.10519
H -0.48582 -0.26056 4.32401
H -2.11355 -0.65896 3.64668
H 0.52630 -1.52994 2.42054
H -1.15912 -1.77186 1.84453
H -1.17331 -0.07572 -0.14213
C 4.88351 5.27468 0.73398
O 3.67332 5.59735 1.38961
H 5.67715 5.95992 1.03178
H 5.20998 4.24363 0.86980
H 4.71415 5.49457 -0.32009
H 3.01151 5.09465 0.90908
C 2.74311 -4.15346 7.68836
O 2.01026 -5.36859 7.72705
H 3.76423 -4.31739 8.03263
H 2.76876 -3.72295 6.68731
H 2.24721 -3.47579 8.38330
H 2.62610 -6.05485 7.45986
C 8.45350 -0.82989 -1.84905
O 9.71043 -0.76060 -1.26969
H 8.16512 0.13588 -2.26407
H 8.42398 -1.56911 -2.64954
H 7.73317 -1.23643 -1.13915
H 9.61711 -0.13232 -0.54985
C -0.23732 -7.64792 2.76036
O -1.24294 -7.58111 1.77522
H -0.66360 -7.34169 3.71567
H 0.23101 -8.62599 2.87062
H 0.61419 -7.03909 2.45648
H -1.63180 -8.45882 1.77106
C 5.20287 1.37109 5.38612
O 6.32625 2.04988 5.90524
H 5.55217 0.76332 4.55144
H 4.80154 0.78130 6.21025
H 4.38650 2.01382 5.05666
H 6.11942 2.39389 6.77730
C 0.52744 -4.88806 -6.06719
O 1.11578 -5.30298 -7.26461
H -0.21107 -5.64569 -5.80509
H 1.21008 -4.91511 -5.21786
H 0.02284 -3.92235 -6.03736
H 2.02555 -4.99683 -7.25059
C 6.09128 -6.89735 -2.22089
O 5.98164 -8.09868 -1.48256
H 5.10986 -6.43147 -2.30974
H 6.82555 -6.22427 -1.77829
H 6.47746 -7.15207 -3.20785
H 5.30984 -8.69359 -1.82369
C 0.03762 4.27058 6.23351
O -0.92457 4.06885 5.21138
H 0.90103 4.66467 5.69749
H -0.34426 4.98958 6.95830
H 0.29394 3.39264 6.82647
H -0.62219 3.37239 4.62394
C -7.31602 2.69406 -1.03467
O -7.06784 3.96849 -1.58289
H -6.46365 2.01467 -1.03626
H -7.66678 2.76148 -0.00486
H -8.18262 2.21242 -1.48756
H -7.90622 4.41919 -1.70776
C -4.77666 -6.63297 -2.75384
O -4.05170 -5.51800 -2.18576
H -4.10380 -7.42206 -3.08954
H -5.39506 -7.06503 -1.96708
H -5.36185 -6.28339 -3.60439
H -3.48875 -5.80516 -1.46310
C -5.90349 -2.13149 -6.17876
O -5.37706 -1.69515 -4.92974
H -6.43128 -1.30717 -6.65837
H -5.14790 -2.47278 -6.88637
H -6.58723 -2.96178 -6.00209
H -4.89032 -2.37169 -4.45333
C 5.63673 -1.93005 -7.12951
O 5.70982 -3.36467 -7.08571
H 4.74644 -1.56759 -7.64343
H 5.42565 -1.51819 -6.14264
H 6.48359 -1.45709 -7.62674
H 6.61254 -3.62561 -7.28223
C 3.66171 4.82876 -5.50673
O 3.41311 6.16942 -5.15084
H 4.68049 4.58007 -5.20950
H 2.97904 4.18923 -4.94720
H 3.46228 4.64471 -6.56240
H 2.58327 6.45797 -5.53775
C 1.07102 10.32439 -0.42842
O 0.73077 8.97939 -0.60377
H 0.43390 10.99699 -1.00269
H 1.18892 10.62734 0.61198
H 2.05676 10.52839 -0.84653
H 1.39492 8.36998 -0.27343
C -2.15352 2.15177 -6.98840
O -2.96062 2.30022 -5.81844
H -2.86633 1.97229 -7.79326
H -1.68188 3.05443 -7.37680
H -1.36712 1.39706 -6.97829
H -3.40669 1.49186 -5.55545
C -6.37960 -3.93235 3.22453
O -5.68840 -5.10512 3.56716
H -7.00398 -4.20539 2.37383
H -6.97002 -3.55948 4.06147
H -5.68585 -3.13267 2.96505
H -5.00626 -5.32665 2.92902
C -5.66275 2.67837 8.04825
O -5.10980 3.94080 7.74112
H -4.93140 2.03816 8.54159
H -6.56099 2.60533 8.66138
H -5.98569 2.31653 7.07210
H -4.48171 3.78324 7.03240
C -5.47564 6.86589 2.38883
O -4.27544 6.34190 1.79276
H -6.21371 6.06416 2.36470
H -5.32210 7.23494 3.40289
H -5.95032 7.68684 1.85140
H -3.89063 5.73335 2.42772


- Which of these has the lowest total charge?
  C4H10NO2


- Which of these has the lowest electronic energy?
  C19H25N3O5S5Ti